One molecule with the formula C6H7N3O3 at a distorted geometry, computed with ωB97M-V/def2-TZVPD.

Positions of all 19 atoms, in Å:
1 C 1.4036 -1.8369 1.4498
2 C 1.2177 -2.0865 0.1457
3 C 0.8566 -0.7973 2.1448
4 C 0.5729 -1.1533 -0.5900
5 C 0.0678 0.1019 1.3987
6 C 0.0436 -0.0381 0.0114
7 N 0.0703 2.8160 -1.7181
8 N -0.7400 0.8673 -0.7951
9 N -2.2145 0.5001 -0.6381
10 O -2.3556 -0.6733 -0.5019
11 O -3.0675 1.3281 -0.6455
12 O -0.3938 2.2047 -0.5584
13 H 2.0171 -2.5503 1.9312
14 H 1.8012 -2.9008 -0.3895
15 H 0.9038 -0.8455 3.1605
16 H 0.3781 -1.0571 -1.6004
17 H -0.5895 0.8659 1.7518
18 H -0.7107 3.0536 -2.3281
19 H 0.7389 2.2016 -2.2286

Computed properties:
Relative energy (zero: lowest compared OMol25 entry of this formula, charge and spin) in eV: 6.161
SMILES: NON(c1ccccc1)[N+](=O)[O-]
Highest occupied orbital energy in eV: -9.7
2S+1: 1
Electronic energy in a.u.: -622.564131

natural (NBO) atomic charge list, values in e, 8 entries: -0.194 -0.198 -0.204 -0.190 -0.184 0.079 -0.490 -0.105